#w
C9H10N4 | ωB97M-V/def2-TZVPD

The HOMO energy (alpha / beta) is -0.295 / -0.295 hartree. The gap between HOMO and LUMO (alpha / beta) is 0.2672 / 0.2672 hartree. The LUMO energy (alpha / beta) comes out at -0.7613 / -0.7609 eV.

Structure (XYZ):
```
23
C9H10N4 | OMol25 | ωB97M-V/def2-TZVPD
C 2.17 1.07 -1.21
C 1.03 0.52 -0.44
C 0.63 0.93 0.77
C -0.54 0.40 1.56
C -1.56 1.57 1.82
C -1.13 -0.92 0.93
C -2.13 -1.73 1.50
N -2.99 -2.24 2.13
C -0.61 -1.24 -0.36
N -1.05 -2.25 -1.19
N -0.44 -2.24 -2.26
C 0.71 -1.37 -2.21
N 0.29 -0.49 -1.03
H 2.94 0.33 -1.13
H 2.41 2.05 -0.82
H 2.10 1.09 -2.34
H 1.13 1.89 1.08
H -0.14 0.00 2.48
H -0.91 2.24 2.28
H -2.37 1.22 2.60
H -1.89 1.89 0.95
H 1.53 -1.96 -2.07
H 0.83 -0.75 -3.05
```

#x
C9H10N4 | ωB97M-V/def2-TZVPD

The HOMO energy is -0.342 hartree. The gap between HOMO and LUMO is 0.3615 hartree. The LUMO energy comes out at 0.5427 eV.

Structure (XYZ):
```
23
C9H10N4 | OMol25 | ωB97M-V/def2-TZVPD
N 2.84 -3.09 -1.14
C 2.84 -2.42 -0.17
N 2.78 -1.62 0.88
C 2.21 -0.47 0.56
N 1.89 0.46 1.55
N 1.84 0.02 -0.73
C 0.86 1.12 -0.89
C -0.55 0.64 -0.52
C -0.91 -0.76 -0.58
C -2.19 -1.07 -0.09
C -3.16 -0.14 0.37
C -2.70 1.15 0.44
C -1.46 1.56 -0.06
H 1.14 1.08 1.44
H 1.88 0.09 2.48
H 1.78 -0.68 -1.50
H 0.95 1.46 -1.91
H 1.17 1.95 -0.36
H -0.19 -1.40 -0.99
H -2.49 -2.12 -0.06
H -4.20 -0.33 0.54
H -3.13 2.02 0.86
H -1.19 2.56 -0.13
```

Most stable to least stable: #x, #w

#w
CHNO2S | ωB97M-V/def2-TZVPD

The HOMO energy (alpha / beta) is -0.323 / -0.322 hartree. The gap between HOMO and LUMO (alpha / beta) is 0.2703 / 0.2697 hartree. The LUMO energy (alpha / beta) comes out at -1.4274 / -1.4314 eV.

Structure (XYZ):
```
6
CHNO2S | OMol25 | ωB97M-V/def2-TZVPD
C 1.11 0.02 -0.20
N -1.08 -0.04 0.20
O -1.74 0.86 0.62
O -1.40 -1.19 -0.05
S 1.87 1.24 0.35
H 1.24 -0.89 -0.92
```

#x
CHNO2S | ωB97M-V/def2-TZVPD

The HOMO energy is -0.403 hartree. The gap between HOMO and LUMO is 0.3957 hartree. The LUMO energy comes out at -0.1854 eV.

Structure (XYZ):
```
6
CHNO2S | OMol25 | ωB97M-V/def2-TZVPD
C -1.36 0.69 1.04
N -0.45 1.06 0.43
O 0.55 -1.62 -1.29
O 2.30 -0.06 -0.61
S 1.05 -0.30 -1.16
H -2.09 0.22 1.59
```

Most stable to least stable: #x, #w

#w
H4N4O2 | ωB97M-V/def2-TZVPD

The HOMO energy is -0.365 hartree. The gap between HOMO and LUMO is 0.3911 hartree. The LUMO energy comes out at 0.6975 eV.

Structure (XYZ):
```
10
H4N4O2 | OMol25 | ωB97M-V/def2-TZVPD
N -1.62 -0.01 0.48
N -0.73 -0.10 -0.60
N 0.50 -0.68 -0.31
N 1.59 0.04 -0.03
O 1.52 1.21 -0.34
O 2.55 -0.57 0.34
H -2.48 0.05 0.05
H -1.55 0.82 1.09
H -0.42 0.84 -0.89
H 0.64 -1.60 0.21
```

#x
H4N4O2 | ωB97M-V/def2-TZVPD

The HOMO energy (alpha / beta) is -0.412 / -0.329 hartree. The gap between HOMO and LUMO (alpha / beta) is 0.3723 / 0.2921 hartree. The LUMO energy (alpha / beta) comes out at -1.0733 / -0.9974 eV.

Structure (XYZ):
```
10
H4N4O2 | OMol25 | ωB97M-V/def2-TZVPD
N -0.61 -0.31 1.30
N 0.48 -1.02 -1.24
N 0.38 0.43 1.02
N -0.10 1.23 -0.05
O -1.29 1.18 -0.22
O 0.67 1.99 -0.55
H -1.42 -0.37 0.61
H -0.29 -1.19 1.77
H 1.14 -1.34 -0.59
H 1.04 -0.60 -2.03
```

Most stable to least stable: #w, #x

#w
CHClFNO2 | ωB97M-V/def2-TZVPD

The HOMO energy is -0.418 hartree. The gap between HOMO and LUMO is 0.4172 hartree. The LUMO energy comes out at -0.0285 eV.

Structure (XYZ):
```
7
CHClFNO2 | OMol25 | ωB97M-V/def2-TZVPD
O 1.10 -1.40 0.38
N 0.42 -0.80 -0.37
O 0.24 -0.94 -1.54
C -0.30 0.46 0.27
F 0.21 0.88 1.41
Cl -0.29 1.83 -0.72
H -1.37 -0.01 0.56
```

#x
CHClFNO2 | ωB97M-V/def2-TZVPD

The HOMO energy (alpha / beta) is -0.377 / -0.305 hartree. The gap between HOMO and LUMO (alpha / beta) is 0.3868 / 0.2539 hartree. The LUMO energy (alpha / beta) comes out at 0.2534 / -1.3923 eV.

Structure (XYZ):
```
7
CHClFNO2 | OMol25 | ωB97M-V/def2-TZVPD
C 1.51 0.09 -0.01
N -1.82 -0.48 -0.07
O -1.17 0.24 0.59
O -2.95 -0.72 -0.16
F 0.76 -0.09 -1.13
Cl 1.45 1.65 0.62
H 2.21 -0.69 0.15
```

Most stable to least stable: #w, #x

#w
C5H11N2S | ωB97M-V/def2-TZVPD

The HOMO energy is -0.465 hartree. The gap between HOMO and LUMO is 0.3142 hartree. The LUMO energy comes out at -4.0953 eV. As for the charge: +1.

Structure (XYZ):
```
19
C5H11N2S | OMol25 | ωB97M-V/def2-TZVPD
C 1.94 1.17 -0.11
C 3.84 -0.37 0.08
C -1.70 0.40 -0.07
C -1.56 0.06 1.37
C -1.08 -0.53 -1.04
N 2.55 0.16 -0.16
N -2.34 1.39 -0.63
S 0.75 2.18 0.05
H 4.36 -0.54 -0.99
H 4.31 0.29 0.85
H -1.10 -0.84 1.58
H -2.48 0.06 1.77
H -1.09 0.92 1.81
H -1.55 -1.49 -0.83
H 3.57 -1.37 0.60
H -1.35 -0.36 -2.12
H 0.04 -0.67 -0.73
H -2.75 2.14 -0.08
H -2.20 1.54 -1.63
```

#x
C5H11N2S | ωB97M-V/def2-TZVPD

The HOMO energy (alpha / beta) is -0.465 / -0.465 hartree. The gap between HOMO and LUMO (alpha / beta) is 0.2800 / 0.2799 hartree. The LUMO energy (alpha / beta) comes out at -5.0297 / -5.0314 eV. As for the charge: +1.

Structure (XYZ):
```
19
C5H11N2S | OMol25 | ωB97M-V/def2-TZVPD
C -3.60 1.44 -0.21
C -2.86 0.37 -0.37
N -2.03 -0.15 0.55
S -0.77 -1.04 0.48
C 1.30 -0.69 -0.23
C 2.07 -1.87 -0.66
N 2.04 0.28 0.20
C 1.46 1.39 0.80
H -4.16 1.77 -1.00
H -3.55 2.04 0.75
H -2.93 -0.08 -1.34
H -0.88 -2.19 -0.37
H 1.31 -2.67 -1.06
H 2.97 -1.64 -1.39
H 2.64 -2.12 0.24
H 3.03 0.03 0.45
H 0.74 1.03 1.69
H 0.97 2.03 0.08
H 2.23 2.05 1.39
```

Most stable to least stable: #w, #x

#w
C4H5N2O2S | ωB97M-V/def2-TZVPD

The HOMO energy (alpha / beta) is -0.509 / -0.509 hartree. The gap between HOMO and LUMO (alpha / beta) is 0.2790 / 0.2790 hartree. The LUMO energy (alpha / beta) comes out at -6.2493 / -6.2489 eV. As for the charge: +1.

Structure (XYZ):
```
14
C4H5N2O2S | OMol25 | ωB97M-V/def2-TZVPD
C 0.58 -1.17 -1.42
N -0.69 -1.58 -1.19
C -1.65 -1.09 -0.13
N -1.61 0.06 0.44
C -0.84 1.11 0.69
C 0.50 0.92 0.78
S 1.68 1.88 1.38
O 2.59 2.32 0.37
O 2.00 1.48 2.70
H 1.08 -1.40 -2.30
H 1.15 -0.56 -0.65
H -1.13 -2.20 -1.95
H -2.29 -1.80 0.21
H -1.37 2.05 1.07
```

#x
C4H5N2O2S | ωB97M-V/def2-TZVPD

The HOMO energy (alpha / beta) is -0.540 / -0.540 hartree. The gap between HOMO and LUMO (alpha / beta) is 0.2799 / 0.2799 hartree. The LUMO energy (alpha / beta) comes out at -7.0857 / -7.0849 eV. As for the charge: +1.

Structure (XYZ):
```
14
C4H5N2O2S | OMol25 | ωB97M-V/def2-TZVPD
C -1.58 -0.72 0.48
C -1.21 -1.68 1.46
C 1.46 -0.96 1.31
C 0.44 1.32 -1.56
N -0.61 -0.08 -0.12
N 2.29 -0.30 0.90
O -0.85 0.82 -1.02
O 1.14 1.92 -0.55
S 0.29 -2.08 2.02
H -2.58 -0.45 0.27
H -2.01 -2.38 1.97
H 1.03 0.44 -1.94
H 0.13 2.04 -2.35
H 2.06 2.12 -0.87
```

Most stable to least stable: #x, #w

#w
C3H2NO3 | ωB97M-V/def2-TZVPD

The HOMO energy is -0.120 hartree. The gap between HOMO and LUMO is 0.2767 hartree. The LUMO energy comes out at 4.2769 eV. As for the charge: -1.

Structure (XYZ):
```
9
C3H2NO3 | OMol25 | ωB97M-V/def2-TZVPD
O 2.75 1.26 -0.25
C 3.28 0.18 -0.04
O 4.27 -0.39 0.27
O 2.07 -1.02 -0.28
C 1.04 -0.61 0.41
C 0.32 0.26 1.13
N -0.24 -1.02 0.39
H 0.25 1.30 0.83
H -0.66 -0.95 -0.48
```

#x
C3H2NO3 | ωB97M-V/def2-TZVPD

The HOMO energy is -0.172 hartree. The gap between HOMO and LUMO is 0.3228 hartree. The LUMO energy comes out at 4.0942 eV. As for the charge: -1.

Structure (XYZ):
```
9
C3H2NO3 | OMol25 | ωB97M-V/def2-TZVPD
O 2.70 0.08 0.40
C 1.76 0.05 -0.40
N 0.58 0.51 -0.37
C -0.58 0.66 0.11
O -1.44 1.86 -0.12
C -1.40 -0.61 0.54
O -1.46 -1.60 -0.14
H 1.99 -0.32 -1.39
H -2.14 -0.61 1.39
```

Most stable to least stable: #x, #w

#w
C3H2NO3 | ωB97M-V/def2-TZVPD

The HOMO energy is -0.165 hartree. The gap between HOMO and LUMO is 0.3182 hartree. The LUMO energy comes out at 4.1706 eV. As for the charge: -1.

Structure (XYZ):
```
9
C3H2NO3 | OMol25 | ωB97M-V/def2-TZVPD
O -1.93 0.34 -0.81
C -1.52 -0.40 0.03
N -0.31 -1.06 0.04
C 0.92 -0.63 -0.19
O 1.93 -1.34 -0.37
C 1.02 0.88 0.08
O 1.60 1.69 -0.61
H -1.98 -0.61 1.01
H 0.27 1.13 0.81
```

#x
C3H2NO3 | ωB97M-V/def2-TZVPD

The HOMO energy is -0.177 hartree. The gap between HOMO and LUMO is 0.3289 hartree. The LUMO energy comes out at 4.1278 eV. As for the charge: -1.

Structure (XYZ):
```
9
C3H2NO3 | OMol25 | ωB97M-V/def2-TZVPD
C 0.18 1.45 -0.27
C 1.68 -0.48 0.70
C 0.66 0.11 -0.37
N -0.62 0.52 0.30
O 1.17 -0.47 1.83
O 0.28 2.63 -0.46
O 2.79 -0.81 0.31
H 0.27 -0.61 -1.53
H -0.59 0.31 1.30
```

Most stable to least stable: #w, #x